(1)
{
  "formula": "C20H31N3O3S",
  "method": "ωB97M-V/def2-TZVPD",
  "spin_multiplicity": 1,
  "mol_weight_g_mol": 393.55,
  "smiles": "CCN1CCN(C(=O)[C@H]2CC[C@H](CNS(=O)(=O)c3ccccc3)CC2)CC1",
  "lumo_energy_ev": 0.6396,
  "e_above_lowest_kj_mol": 177.9,
  "gap_ev": 9.11,
  "elements": ["C", "C", "N", "C", "C", "N", "C", "O", "C", "C", "C", "C", "C", "N", "S", "O", "O", "C", "C", "C", "C", "C", "C", "C", "C", "C", "C", "H", "H", "H", "H", "H", "H", "H", "H", "H", "H", "H", "H", "H", "H", "H", "H", "H", "H", "H", "H", "H", "H", "H", "H", "H", "H", "H", "H", "H", "H", "H"],
  "xyz": [[-5.7993, -3.1703, -1.2240], [-5.8264, -2.7700, 0.2555], [-5.0456, -1.6081, 0.6256], [-3.6152, -1.7524, 0.4548], [-2.9122, -0.6053, 1.1903], [-3.3643, 0.6576, 0.6568], [-2.6631, 1.5738, -0.0530], [-3.2092, 2.5542, -0.5290], [-1.1588, 1.3634, -0.1789], [-0.4736, 1.8005, 1.1211], [1.0372, 1.6181, 1.0113], [1.5950, 2.4323, -0.1555], [3.1232, 2.3040, -0.2543], [3.6132, 0.9791, -0.5700], [3.7844, -0.1504, 0.6532], [3.8543, 0.5342, 1.9091], [2.8164, -1.2019, 0.4796], [5.4004, -0.7906, 0.2399], [5.5116, -1.9474, -0.5049], [6.7711, -2.4119, -0.8479], [7.8974, -1.7128, -0.4434], [7.7728, -0.5531, 0.3064], [6.5150, -0.0868, 0.6506], [0.8993, 2.0164, -1.4535], [-0.6108, 2.1953, -1.3391], [-4.8027, 0.7974, 0.7705], [-5.4948, -0.3572, 0.0460], [-6.1812, -2.3667, -1.8491], [-6.4236, -4.0471, -1.3740], [-4.7879, -3.4117, -1.5418], [-5.4618, -3.6063, 0.8598], [-6.8596, -2.5676, 0.5529], [-3.3024, -2.7068, 0.8836], [-3.3128, -1.7254, -0.6076], [-1.8340, -0.7158, 1.1085], [-3.1906, -0.6484, 2.2498], [-0.9353, 0.3109, -0.3752], [-0.7069, 2.8527, 1.3006], [-0.8548, 1.2261, 1.9672], [1.5184, 1.9279, 1.9404], [1.2670, 0.5612, 0.8647], [1.3791, 3.4917, 0.0257], [3.5733, 2.5595, 0.7065], [3.5056, 2.9880, -1.0199], [3.1545, 0.5629, -1.3655], [4.6128, -2.4709, -0.7902], [6.8742, -3.3171, -1.4270], [8.8787, -2.0762, -0.7103], [8.6542, -0.0161, 0.6228], [6.3780, 0.8040, 1.2421], [1.2808, 2.6107, -2.2876], [1.1102, 0.9635, -1.6616], [-1.0963, 1.8915, -2.2688], [-0.8577, 3.2442, -1.1698], [-5.0827, 1.7552, 0.3307], [-5.0773, 0.7797, 1.8300], [-6.5757, -0.2764, 0.1763], [-5.2617, -0.2854, -1.0304]],
  "forces_ev_per_a": [[0.029, 0.142, 0.320], [-0.056, -0.152, -0.173], [0.061, 0.061, 0.022], [0.099, 0.105, 0.265], [0.183, -0.383, -0.146], [-0.372, -0.154, 0.205], [0.357, -0.096, -0.059], [0.024, 0.291, -0.181], [-0.166, 0.438, -0.090], [0.157, -0.344, -0.038], [-0.155, 0.388, 0.060], [0.290, -0.338, -0.070], [-0.275, 0.553, 0.318], [0.040, -0.672, 0.550], [0.189, -0.115, -0.712], [0.223, 0.231, -0.093], [0.302, -0.010, -0.200], [-0.455, 0.036, 0.187], [-0.157, -0.116, -0.011], [0.022, 0.036, -0.006], [0.015, -0.054, -0.036], [-0.076, 0.054, 0.027], [0.107, 0.089, 0.103], [-0.062, 0.327, 0.174], [0.007, -0.291, -0.078], [-0.351, 0.213, -0.272], [0.066, 0.171, 0.238], [-0.026, 0.041, -0.130], [-0.056, -0.098, -0.072], [0.082, -0.039, -0.106], [-0.103, 0.010, 0.013], [0.031, -0.085, 0.044], [0.027, -0.020, -0.028], [0.033, -0.035, 0.045], [-0.007, 0.065, 0.020], [0.086, -0.050, -0.050], [0.005, -0.016, 0.044], [-0.081, 0.036, 0.036], [-0.043, 0.038, 0.060], [0.029, -0.050, 0.027], [-0.101, -0.009, 0.034], [0.012, 0.019, -0.015], [-0.015, 0.242, -0.090], [0.009, -0.048, 0.105], [-0.005, -0.243, -0.132], [-0.059, -0.128, -0.065], [-0.009, -0.071, -0.039], [0.078, -0.028, -0.020], [0.056, 0.051, 0.038], [0.095, 0.138, 0.087], [0.040, -0.039, -0.067], [0.042, -0.082, -0.061], [-0.040, 0.084, 0.001], [-0.035, 0.003, -0.038], [0.014, -0.125, 0.111], [-0.034, -0.005, -0.044], [-0.017, 0.016, -0.039], [-0.054, 0.017, 0.028]]
}

---

(2)
{
  "formula": "C20H31N3O5",
  "method": "ωB97M-V/def2-TZVPD",
  "spin_multiplicity": 1,
  "mol_weight_g_mol": 393.48,
  "smiles": "COc1cc(CCCN2C(=O)C(=O)NC[C@@H]2CCCCN)cc(OC)c1OC",
  "lumo_energy_ev": 0.6004,
  "e_above_lowest_kj_mol": 62.2,
  "gap_ev": 8.64,
  "elements": ["C", "O", "C", "C", "C", "C", "C", "C", "N", "C", "O", "C", "O", "N", "C", "C", "C", "C", "C", "C", "N", "C", "C", "O", "C", "C", "O", "C", "H", "H", "H", "H", "H", "H", "H", "H", "H", "H", "H", "H", "H", "H", "H", "H", "H", "H", "H", "H", "H", "H", "H", "H", "H", "H", "H", "H", "H", "H", "H"],
  "xyz": [[-1.0654, 4.5504, 0.2532], [-0.1685, 3.8603, 1.0982], [-0.5327, 2.6448, 1.5760], [-1.7950, 2.0924, 1.4186], [-2.0808, 0.8282, 1.9130], [-3.4366, 0.2145, 1.6982], [-3.4106, -0.9902, 0.7491], [-3.1068, -0.6263, -0.7074], [-1.7143, -0.2968, -0.9368], [-1.3757, 0.9592, -1.3002], [-2.1854, 1.8536, -1.4560], [0.1184, 1.2504, -1.4589], [0.5120, 2.2839, -1.9570], [0.9652, 0.3117, -0.9882], [0.5441, -0.9135, -0.3545], [-0.7496, -1.3776, -1.0166], [-0.5658, -1.8064, -2.4846], [0.4461, -2.9448, -2.6599], [1.8047, -2.4636, -3.1753], [2.9054, -3.4720, -2.8460], [3.1219, -3.4999, -1.4042], [-1.1073, 0.1469, 2.6172], [0.1652, 0.6895, 2.8150], [1.0055, -0.1213, 3.5249], [2.2164, 0.3765, 4.0499], [0.4712, 1.9378, 2.2706], [1.7191, 2.5192, 2.4431], [2.4884, 2.6624, 1.2668], [-0.5178, 5.4245, -0.0946], [-1.3563, 3.9372, -0.6035], [-1.9560, 4.8738, 0.8009], [-2.5592, 2.6362, 0.8899], [-4.1174, 0.9668, 1.2979], [-3.8296, -0.1220, 2.6609], [-4.3929, -1.4668, 0.7692], [-2.6798, -1.7170, 1.1083], [-3.3808, -1.4661, -1.3552], [-3.6894, 0.2492, -1.0021], [1.9455, 0.5566, -0.9845], [1.3213, -1.6709, -0.4685], [0.3638, -0.7486, 0.7161], [-1.1441, -2.2258, -0.4491], [-1.5435, -2.1152, -2.8595], [-0.2574, -0.9393, -3.0717], [0.0523, -3.6821, -3.3608], [0.5985, -3.4529, -1.7067], [1.7607, -2.3137, -4.2551], [2.0616, -1.5056, -2.7210], [2.5857, -4.4703, -3.1552], [3.8166, -3.2191, -3.4120], [3.7117, -4.2837, -1.1483], [3.6004, -2.6536, -1.1107], [-1.3031, -0.8244, 3.0446], [2.9799, 0.4880, 3.2754], [2.5451, -0.3733, 4.7705], [2.0742, 1.3346, 4.5516], [1.9133, 3.0926, 0.4457], [2.8990, 1.6910, 0.9550], [3.3086, 3.3305, 1.5239]],
  "forces_ev_per_a": [[-0.237, 0.130, -0.293], [0.272, -0.316, 0.391], [0.050, -0.041, 0.106], [0.031, 0.290, 0.028], [0.156, 0.083, 0.249], [0.083, -0.233, -0.048], [-0.067, 0.248, -0.148], [-0.294, -0.048, 0.120], [-0.038, 0.036, 0.104], [-0.569, 0.135, -0.113], [0.172, 0.052, -0.152], [0.584, 0.285, -0.099], [-0.240, 0.120, 0.011], [0.354, -0.133, -0.018], [-0.347, -0.283, 0.291], [0.473, -0.108, -0.252], [-0.047, -0.273, 0.214], [-0.022, 0.273, -0.138], [0.047, -0.532, 0.135], [0.024, 0.283, -0.287], [0.156, -0.034, 0.206], [0.064, 0.118, 0.042], [-0.114, -0.039, 0.015], [-0.305, 0.067, -0.329], [0.358, 0.067, 0.242], [0.385, 0.141, -0.086], [-0.634, -0.095, 0.200], [0.169, -0.048, -0.249], [-0.075, -0.022, 0.020], [0.025, 0.030, 0.056], [0.030, -0.006, 0.005], [-0.034, 0.058, -0.094], [-0.070, 0.028, 0.046], [-0.061, 0.067, -0.013], [0.017, -0.090, 0.007], [-0.026, -0.122, 0.039], [0.015, 0.064, -0.027], [-0.002, -0.178, -0.040], [-0.169, 0.105, -0.070], [-0.038, 0.012, -0.010], [0.045, -0.133, -0.188], [0.054, 0.091, 0.009], [-0.051, 0.092, -0.010], [-0.049, 0.038, -0.049], [0.008, -0.079, 0.021], [-0.018, -0.087, 0.042], [-0.006, 0.122, -0.024], [0.035, 0.142, -0.015], [0.034, 0.016, -0.051], [-0.141, -0.114, 0.051], [-0.026, 0.108, 0.063], [0.030, -0.125, 0.005], [-0.023, -0.158, 0.077], [-0.049, 0.027, 0.057], [-0.002, 0.061, -0.041], [0.036, -0.077, -0.018], [0.021, -0.028, 0.031], [-0.002, 0.049, 0.048], [0.025, -0.034, -0.067]]
}

---

(3)
{
  "formula": "C20H31NO3",
  "method": "ωB97M-V/def2-TZVPD",
  "spin_multiplicity": 1,
  "mol_weight_g_mol": 333.47,
  "smiles": "CCN(CC)CCOCCOC(=O)C1(c2ccccc2)CCCC1",
  "lumo_energy_ev": 0.8702,
  "e_above_lowest_kj_mol": 0.0,
  "gap_ev": 8.98,
  "elements": ["C", "C", "N", "C", "C", "C", "C", "O", "C", "C", "O", "C", "O", "C", "C", "C", "C", "C", "C", "C", "C", "C", "C", "C", "H", "H", "H", "H", "H", "H", "H", "H", "H", "H", "H", "H", "H", "H", "H", "H", "H", "H", "H", "H", "H", "H", "H", "H", "H", "H", "H", "H", "H", "H", "H"],
  "xyz": [[-3.1322, -2.2312, 1.9271], [-2.4782, -0.9442, 1.4294], [-3.2570, -0.3535, 0.3494], [-4.3109, 0.5153, 0.8464], [-5.3468, 0.8510, -0.2205], [-2.4541, 0.2085, -0.7123], [-1.6134, 1.4437, -0.3416], [-0.6764, 1.6369, -1.3854], [0.0073, 2.8565, -1.3626], [1.0177, 2.9956, -0.2114], [1.9721, 1.9462, -0.2806], [1.8321, 0.9249, 0.5688], [1.0438, 0.9112, 1.4805], [2.7356, -0.2487, 0.2012], [1.8405, -1.0024, -0.7641], [0.8838, -1.8887, -0.2820], [0.0300, -2.5464, -1.1499], [0.1116, -2.3181, -2.5127], [1.0470, -1.4219, -2.9986], [1.9011, -0.7644, -2.1316], [4.0789, 0.2150, -0.3752], [4.9026, 0.5060, 0.8736], [4.5728, -0.6684, 1.7946], [3.1192, -1.0459, 1.4654], [-4.1059, -2.0335, 2.3674], [-3.2666, -2.9185, 1.0965], [-2.5036, -2.7013, 2.6794], [-2.3510, -0.2455, 2.2708], [-1.4850, -1.1811, 1.0468], [-4.8121, -0.0285, 1.6505], [-3.9086, 1.4480, 1.2808], [-4.9534, 1.5485, -0.9549], [-6.2179, 1.3054, 0.2458], [-5.6551, -0.0577, -0.7302], [-1.7587, -0.5602, -1.0584], [-3.1052, 0.4597, -1.5511], [-1.1017, 1.2635, 0.6128], [-2.2455, 2.3390, -0.2417], [-0.6945, 3.7042, -1.3043], [0.5450, 2.8958, -2.3136], [1.5633, 3.9364, -0.3152], [0.5148, 2.9610, 0.7601], [0.7960, -2.0577, 0.7803], [-0.7071, -3.2323, -0.7582], [-0.5587, -2.8266, -3.1896], [1.1088, -1.2270, -4.0592], [2.6143, -0.0577, -2.5254], [3.9832, 1.0842, -1.0207], [4.5281, -0.6048, -0.9391], [5.9687, 0.5856, 0.6647], [4.5677, 1.4431, 1.3221], [4.6993, -0.4106, 2.8449], [5.2358, -1.5055, 1.5724], [3.0360, -2.1160, 1.2786], [2.4424, -0.7870, 2.2798]],
  "forces_ev_per_a": [[0.208, 0.255, -0.020], [-0.189, -0.263, 0.033], [-0.013, 0.053, 0.085], [-0.142, -0.070, -0.131], [0.183, 0.001, 0.248], [0.271, 0.323, -0.137], [-0.260, -0.235, 0.159], [-0.026, -0.199, 0.011], [0.385, 0.130, 0.173], [-0.730, 0.162, -0.060], [0.217, 0.047, -0.236], [0.069, -0.035, 0.390], [0.019, 0.026, 0.026], [-0.115, 0.020, -0.091], [0.036, -0.192, -0.157], [0.032, -0.014, -0.035], [-0.022, -0.064, 0.024], [-0.050, -0.035, -0.049], [-0.024, 0.001, -0.107], [0.023, -0.046, 0.059], [0.018, 0.172, 0.070], [0.076, -0.130, -0.078], [0.060, 0.081, 0.071], [-0.080, -0.016, 0.151], [-0.125, -0.022, 0.065], [-0.016, -0.093, -0.081], [0.019, -0.106, 0.151], [0.103, 0.000, -0.061], [0.050, 0.083, 0.031], [0.033, 0.099, 0.046], [-0.034, -0.068, 0.061], [-0.010, 0.078, -0.122], [-0.091, 0.082, -0.014], [-0.060, -0.090, -0.081], [-0.042, 0.073, -0.034], [0.070, -0.022, -0.073], [-0.056, 0.092, -0.083], [0.035, -0.025, 0.018], [0.085, -0.040, -0.034], [-0.033, 0.128, 0.062], [-0.054, -0.083, 0.013], [0.113, 0.086, -0.153], [0.019, -0.022, 0.128], [-0.073, -0.065, 0.036], [-0.049, -0.046, -0.059], [0.003, 0.015, -0.088], [0.103, 0.089, -0.030], [0.028, -0.091, -0.111], [-0.014, -0.042, -0.046], [0.018, 0.102, 0.018], [0.022, 0.094, 0.016], [0.056, -0.068, 0.036], [0.034, -0.006, 0.036], [-0.072, 0.017, -0.007], [-0.011, -0.121, -0.043]]
}

---

What is the formula in the second record? C20H31N3O5